1.
# C44H70F4O24SSi2

A molecular structure, C44H70F4O24SSi2 at a distorted geometry (ωB97M-V/def2-TZVPD, the Open Molecules 2025 dataset).

Structure (XYZ):
```
145
Properties=species:S:1:pos:R:3:forces:R:3
O -0.929485 -5.934024 0.329255 -3.185 2.399 -2.375
C -1.860655 -5.401625 -0.320530 2.940 -1.786 1.556
O -3.003355 -6.249608 -0.585563 1.681 1.442 -0.970
C -1.795525 -3.890993 -0.884418 -0.610 -1.092 1.408
Si -2.813635 -3.642692 -2.485166 -0.174 1.498 -0.767
C -3.530563 -1.833129 -2.453822 1.745 0.319 -0.405
S -3.640988 -1.112907 -4.169390 -4.279 3.179 -0.452
O -3.567406 0.406792 -4.123326 0.561 -3.993 0.156
O -4.935800 -1.616671 -4.777489 3.474 0.412 1.190
O -1.906663 -3.761023 -3.956891 -0.030 -1.888 1.910
Si -0.890179 -5.163992 -4.017517 1.021 0.946 -1.837
C -1.237041 -6.268066 -5.577722 -0.930 -0.001 -0.660
C -2.277860 -5.512491 -6.548424 0.938 -0.738 0.738
F -2.400238 -6.243832 -7.797381 0.075 1.058 1.658
C 0.927593 -4.497116 -4.200683 -0.451 1.439 -0.392
C 0.971694 -2.899549 -4.054641 0.536 0.106 -0.379
O 0.821945 -2.428029 -2.705282 0.468 -0.530 -0.784
C 2.359200 -2.332195 -4.654827 0.090 -0.330 0.145
F 3.404721 -2.889118 -3.865828 -1.583 1.401 -1.784
F 2.544998 -2.733428 -5.997000 -0.126 0.956 2.772
F 2.462108 -0.926012 -4.611080 -0.014 -3.046 -0.101
H -2.694819 -6.793579 -1.354600 -0.490 0.375 0.949
H -0.720169 -3.525225 -0.930509 -1.386 -0.660 0.049
H -2.312501 -3.247658 -0.074212 0.692 -0.870 -1.282
H -4.001546 -4.520082 -2.529125 0.312 -0.243 -0.057
H -2.711856 -1.204070 -1.918047 -1.745 -0.984 -0.973
H -4.534835 -1.777576 -1.907597 1.333 0.194 -1.207
H -2.557529 -1.504109 -4.973581 -0.686 -0.150 1.060
H -0.994681 -6.054353 -2.861392 -0.328 0.072 0.534
H -1.664119 -7.294351 -5.298797 0.550 1.451 -0.313
H -0.223109 -6.451154 -6.070984 -1.539 0.393 0.486
H -1.858807 -4.477392 -6.765215 -0.830 -1.267 -0.044
H -3.304275 -5.459991 -6.034003 1.474 -0.006 -1.080
H 1.233785 -4.748957 -5.263253 -0.601 0.815 1.719
H 1.647086 -5.049415 -3.512002 -0.803 1.017 -0.814
H 0.146450 -2.375404 -4.665021 1.222 -0.960 0.963
H 1.540165 -2.783800 -2.140807 -0.456 0.161 -0.622
O 2.023501 -6.307093 -5.589465 0.360 -2.113 -0.598
C 2.315610 -7.476349 -5.670581 0.197 0.678 0.182
O 1.467374 -8.491186 -5.363681 0.081 0.658 -0.099
C 2.163508 -9.740178 -5.463824 -0.025 -0.644 0.069
C 3.335173 -9.469064 -6.378180 0.400 -0.333 -0.341
C 3.658693 -8.021614 -6.072301 0.068 -0.333 -0.370
H 2.479307 -10.044477 -4.461707 -0.042 0.061 -0.036
H 1.495438 -10.501292 -5.869650 -0.127 0.221 0.150
H 4.172702 -10.149692 -6.218169 -0.126 0.010 0.028
H 3.020301 -9.561895 -7.422184 0.022 -0.028 0.114
H 4.348014 -7.927005 -5.229864 -0.021 0.152 -0.061
H 4.047172 -7.502164 -6.947857 0.035 0.232 0.306
O -1.972763 -0.829685 -0.337818 0.958 0.177 0.110
C -1.044596 -0.050597 -0.314472 0.001 -0.062 0.541
O 0.140422 -0.267887 -0.939322 -0.926 -0.291 0.169
C 1.046174 0.796826 -0.618374 0.701 0.274 -0.104
C 0.172047 1.950463 -0.203391 -0.007 0.730 0.114
C -1.010962 1.255638 0.432329 -0.045 -0.071 -0.654
H 1.704252 0.462779 0.189282 -0.041 0.003 -0.039
H 1.653256 1.038708 -1.491669 -0.086 -0.302 0.035
H 0.675517 2.653023 0.461141 0.035 -0.148 -0.087
H -0.159400 2.501850 -1.089270 0.026 -0.043 0.074
H -0.844186 1.055790 1.493759 -0.188 -0.043 -0.013
H -1.932597 1.817904 0.285934 0.231 -0.631 0.183
O 2.891260 3.242395 1.429783 -0.053 -0.073 -0.717
C 3.280027 3.775460 0.420600 0.046 -0.325 0.788
O 3.193971 3.215290 -0.815583 -0.167 0.003 0.623
C 3.846695 4.067247 -1.767571 0.209 0.084 -0.615
C 3.858729 5.437208 -1.133192 0.060 0.693 -0.254
C 3.963326 5.113481 0.340592 -0.189 0.348 -0.282
H 4.855038 3.682832 -1.945456 -0.061 0.017 0.057
H 3.293747 4.057803 -2.708278 -0.027 -0.239 0.162
H 4.663770 6.073822 -1.500549 -0.053 -0.175 -0.004
H 2.909300 5.945761 -1.330472 0.053 -0.090 -0.006
H 5.001895 5.002615 0.659646 -0.077 -0.028 0.011
H 3.448390 5.854129 0.952938 0.138 -0.227 0.222
O -2.454367 3.344622 1.262657 -0.048 1.465 0.319
C -2.029405 4.194625 2.003181 -0.079 -0.798 -0.196
O -1.411615 5.331116 1.579518 -0.226 -0.289 -0.233
C -0.936505 6.063082 2.714470 0.248 0.410 0.142
C -1.775836 5.584308 3.876838 -0.123 0.164 0.554
C -2.055914 4.144061 3.506247 -0.219 0.408 -0.172
H 0.127023 5.843255 2.850960 -0.034 -0.029 -0.030
H -1.055983 7.133395 2.536841 0.041 -0.147 -0.235
H -1.280897 5.700410 4.841687 -0.021 0.025 -0.112
H -2.716006 6.143784 3.910920 0.103 -0.033 0.022
H -1.267035 3.472893 3.854415 -0.144 -0.116 -0.027
H -3.025483 3.818741 3.870150 0.322 -0.263 -0.238
O -3.192911 3.601603 5.994462 -0.498 -0.857 -0.317
C -3.736907 2.537860 6.178624 -0.154 0.469 0.045
O -3.979457 1.632643 5.197777 0.377 0.689 0.230
C -4.732204 0.537397 5.736375 -0.332 -0.619 -0.076
C -4.464756 0.565386 7.223085 -0.019 -0.381 0.444
C -4.279094 2.044134 7.492286 0.198 -0.454 0.196
H -5.789131 0.691704 5.500449 0.081 0.047 -0.029
H -4.401102 -0.395900 5.278706 0.033 0.253 -0.165
H -5.260673 0.108106 7.812480 0.057 0.005 -0.118
H -3.534194 0.032566 7.443013 -0.121 -0.005 -0.010
H -5.228903 2.544329 7.696042 0.128 0.130 0.031
H -3.569636 2.220539 8.301644 -0.181 0.374 -0.032
O -4.883191 -6.917130 -11.524154 -0.269 0.739 -0.242
C -4.866849 -5.748186 -11.239942 0.333 -1.004 -0.078
O -5.299476 -4.757963 -12.068456 -0.031 -0.366 0.043
C -5.037867 -3.485653 -11.465355 -0.049 0.483 -0.087
C -4.918429 -3.763926 -9.984794 0.004 0.323 0.534
C -4.333648 -5.160940 -9.961150 -0.328 0.379 0.232
H -4.112858 -3.082655 -11.888772 -0.035 -0.039 0.005
H -5.856439 -2.799014 -11.687706 0.055 -0.186 -0.190
H -4.313647 -3.025797 -9.455344 -0.078 -0.002 -0.093
H -5.912981 -3.774663 -9.528015 0.098 0.056 -0.050
H -3.242562 -5.146495 -10.003343 -0.068 -0.184 0.074
H -4.677820 -5.726043 -9.096153 0.326 -0.194 -0.182
O -1.973055 3.765441 9.988410 0.830 0.059 -0.027
C -1.183407 4.368362 9.306261 -0.826 0.008 0.305
O 0.088562 4.669567 9.692835 -0.346 -0.347 0.129
C 0.707813 5.482216 8.688212 0.481 0.264 -0.095
C -0.065041 5.206825 7.420285 0.064 0.104 -0.540
C -1.459953 4.933145 7.940673 0.402 -0.251 -0.285
H 0.640775 6.529665 8.997011 -0.012 -0.060 0.014
H 1.760124 5.208585 8.592722 -0.099 -0.029 0.268
H -0.017696 6.025838 6.700822 0.097 -0.025 0.113
H 0.328413 4.307802 6.934232 0.001 0.096 0.008
H -2.042742 5.851528 8.045860 -0.125 -0.129 0.018
H -1.988784 4.208232 7.316707 -0.091 0.486 0.452
O 6.874846 6.010961 -0.652256 0.334 0.720 0.062
C 7.302293 6.860139 0.087743 -0.029 -0.764 -0.450
O 7.920815 7.993840 -0.335361 -0.338 -0.431 -0.080
C 8.399453 8.726739 0.798775 0.298 0.458 0.143
C 7.560976 8.250992 1.962300 -0.132 0.192 0.601
C 7.277615 6.810358 1.591988 -0.175 0.378 0.302
H 9.462166 8.505134 0.933753 -0.059 -0.010 -0.036
H 8.281878 9.796722 0.620502 0.044 -0.165 -0.225
H 8.057631 8.367042 2.926867 0.005 0.045 -0.118
H 6.622061 8.812439 1.997043 0.113 -0.020 0.002
H 8.065440 6.137671 1.938987 -0.123 -0.092 -0.059
H 6.304252 6.484770 1.958265 0.187 -0.285 -0.104
O -1.126619 -1.612668 9.141035 0.678 0.202 -0.368
C -0.197738 -0.848099 9.169511 -0.732 -0.618 0.335
O 0.990669 -1.070750 8.543214 -0.408 -0.097 0.013
C 1.905486 -0.018376 8.871411 0.446 0.119 -0.092
C 1.037522 1.143597 9.294079 0.115 0.657 0.156
C -0.152724 0.453064 9.924496 0.110 0.442 -0.260
H 2.560117 -0.363240 9.677364 -0.048 -0.007 -0.034
H 2.516211 0.222623 7.999647 -0.081 -0.268 0.018
H 1.545962 1.838792 9.964078 -0.003 -0.053 -0.092
H 0.711387 1.703172 8.411046 0.062 -0.027 0.062
H 0.010699 0.245048 10.984348 -0.159 -0.014 -0.037
H -1.070860 1.022610 9.781237 -0.053 -0.228 0.288
```
Positions in Å, forces in eV/Å.

**M**: 1147.3 g mol⁻¹

=====

2.
# C2H2N4O2

C2H2N4O2 in the gas phase at a distorted geometry (ωB97M-V/def2-TZVPD, the Open Molecules 2025 dataset).

Structure (XYZ):
```
10
Properties=species:S:1:pos:R:3:forces:R:3
C 1.312272 -0.068085 -0.510287 2.986 -2.289 -1.405
C -1.961612 0.228626 0.904311 1.370 1.485 -1.320
H 3.430905 -0.133949 -0.303157 -3.471 1.227 0.037
H 0.841761 -0.701861 -1.522807 3.122 1.878 1.921
N 2.437004 0.241074 0.036192 -0.462 -1.540 -0.778
N 0.031045 -0.051933 0.027884 -0.202 0.131 -1.467
N -0.835793 -0.320962 -0.978795 -3.044 0.219 4.051
N -2.010977 -0.270909 -0.471516 -0.439 0.320 -0.169
O -2.681423 0.836175 1.622006 -0.439 -1.438 -0.549
O -0.563184 0.241824 1.196169 0.578 0.008 -0.321
```
Positions in Å, forces in eV/Å.

**Structure (SMILES)**: [H]/N=C/n1nnc(=O)o1
**M**: 114.1 g mol⁻¹

=====

3.
# CN3O5P

2 unconnected molecules or ions with the total composition CN3O5P at a distorted geometry (ωB97M-V/def2-TZVPD, the Open Molecules 2025 dataset).

Structure (XYZ):
```
10
Properties=species:S:1:pos:R:3:forces:R:3
C 1.021261 -0.039437 0.559537 0.692 1.426 0.408
N 1.523786 0.977025 0.730191 1.358 0.652 -0.054
N -0.018133 -0.844439 0.500163 -2.242 -1.559 -0.490
N 0.262008 -2.104366 0.761837 1.688 -2.025 1.196
O -0.582347 -3.022726 0.979320 0.838 2.099 -0.815
O -1.973068 4.195055 -1.677632 0.770 -0.575 1.203
O 1.546409 -2.280730 0.898489 -1.469 -0.320 -0.182
O -1.943399 2.211931 -3.073595 0.627 -1.076 0.443
O -1.165517 -0.325041 0.259326 -0.775 -0.518 0.151
P -1.479591 2.741561 -1.729192 -1.486 1.896 -1.862
```
Positions in Å, forces in eV/Å.

**Charge**: -2
**M**: 165.0 g mol⁻¹

=====

DFT total energy, record by record: -133365.208 -12156.411 -25028.982 eV